Record 1
The following is a quantum chemistry calculation of one molecule with the formula C5H10N2O at a distorted geometry, from OMol25.

Structure (XYZ):
```
18
Properties=species:S:1:pos:R:3:mulliken_charge:R:1
H -0.851 -1.699 0.285 0.33
H -1.305 1.845 0.206 0.18
H 2.029 1.443 0.870 0.32
H -2.583 -2.101 0.021 0.22
N -1.845 -1.448 0.214 -0.34
N 0.643 -0.802 -0.088 -0.65
H -3.393 1.159 -0.313 0.31
H 2.030 -2.316 -0.174 0.30
C -2.025 -0.142 -0.014 0.57
C -1.037 0.800 0.165 -0.86
C 2.014 -1.229 -0.090 -1.01
H 1.957 1.505 -0.887 0.35
C 0.333 0.448 0.024 1.17
H 2.537 -0.952 0.834 0.34
H 0.882 2.533 0.072 0.33
H 2.580 -0.804 -0.928 0.30
C 1.355 1.557 0.021 -1.35
O -3.322 0.202 -0.219 -0.51
```

Values from the calculation:
E_HOMO ... -7.55 eV
Energy relative to the best compared isomer or geometry (same formula, charge and spin) ... 0.9584 eV
2S+1 ... 1
Energy ... -381.25022 Eh



Record 2
The following is a quantum chemistry calculation of an isolated ion of composition C5H7IN and charge +1 at a distorted geometry, from OMol25.

Structure (XYZ):
```
14
Properties=species:S:1:pos:R:3:mulliken_charge:R:1
H 0.909 -2.341 -0.492 0.28
C 1.450 -0.418 0.227 -0.41
I -4.207 -0.094 -0.030 0.39
C -1.209 -0.199 0.147 0.09
C 0.161 0.281 0.095 0.92
H -5.071 1.203 0.253 0.21
H -0.779 2.031 -0.248 0.37
H -1.272 -1.324 0.273 0.24
N 0.264 1.567 -0.164 -0.34
C 1.655 -1.704 -0.128 -0.73
H 2.693 -2.029 -0.024 0.25
H 1.180 2.086 -0.122 0.27
C -2.228 0.708 0.190 -0.79
H 2.307 0.177 0.508 0.25
```

Values from the calculation:
Total charge ... +1
E_HOMO ... -13.04 eV
Energy relative to the best compared isomer or geometry (same formula, charge and spin) ... 3.3402 eV
2S+1 ... 1
Energy ... -546.74045 Eh



Record 3
The following is a quantum chemistry calculation of one molecule with the formula C5H10N2O at a distorted geometry, from OMol25.

Structure (XYZ):
```
18
Properties=species:S:1:pos:R:3:mulliken_charge:R:1
H -1.427 1.744 0.951 0.34
H -2.877 0.917 0.365 0.39
N 1.478 1.071 0.199 -0.62
N 1.750 -1.099 0.958 -0.61
C 1.106 -0.306 0.027 0.71
C -0.585 -0.501 -1.402 -0.51
C 0.708 -0.908 -1.233 -0.69
C -1.837 1.156 0.120 -1.43
O -1.315 -1.110 0.829 -0.54
H -1.112 -0.782 1.715 0.32
H 1.384 -2.032 1.064 0.23
H 2.008 -0.650 1.824 0.25
H 0.952 1.658 -0.434 0.25
H -1.150 -0.398 -2.326 0.39
H -1.819 1.794 -0.767 0.34
C -1.022 -0.086 -0.099 0.54
H 1.287 -1.650 -1.779 0.39
H 2.469 1.183 -0.013 0.25
```

Values from the calculation:
E_HOMO ... -6.97 eV
Energy relative to the best compared isomer or geometry (same formula, charge and spin) ... 3.2625 eV
2S+1 ... 1
Energy ... -381.16554 Eh